[1]
12
Properties=species:S:1:pos:R:3 method="wB97M-V/def2-TZVPD" total_charge=-1 e_above_lowest_ev=4.112 orbital_gap_ev=6.73 total_energy_ev=-19156.43164 lumo_energy_ev=3.803
C 0.9180 0.2593 0.3864
C 2.1416 0.8046 0.2094
C 0.0884 -0.6915 -0.4874
C -1.5295 -0.9103 -0.4950
O -3.7684 0.5937 -0.4430
O -2.0235 -0.8653 0.8826
S -2.3773 0.5335 0.0709
H 0.4419 0.4319 1.3520
H 2.6049 1.4177 0.9650
H 0.3711 -0.5535 -1.5371
H 0.4354 -1.6953 -0.1961
H 2.6974 0.6753 -0.7077


[2]
25
Properties=species:S:1:pos:R:3 method="wB97M-V/def2-TZVPD" total_charge=+1 e_above_lowest_ev=6.462 smiles="CC1=C2C(N=[N+](C)C)=CC=C[C@@H]12" orbital_gap_ev="7.67 / 7.67" total_energy_ev=-13548.87255 lumo_energy_ev="-4.742 / -4.742"
C 0.5282 2.9413 -0.8225
C 1.6870 2.6475 -0.1073
C -0.3290 1.9844 -1.2779
C 1.8097 1.5193 0.5788
C 0.1349 0.5026 -0.6868
C 0.8641 0.3943 0.5057
C 0.2971 0.7256 -1.9514
C 0.3802 0.2219 -3.3057
C 0.0013 -1.9672 3.0428
C -1.5107 -1.4576 1.2547
N 0.6714 -0.3951 1.5116
N -0.2472 -1.1401 1.8867
H 0.3149 4.0197 -0.8319
H 2.3676 3.5055 -0.0550
H -1.3686 2.1753 -1.5240
H 2.6003 1.2860 1.2873
H -0.6327 0.1749 -3.6074
H 1.0447 -0.6512 -3.3074
H 0.8831 0.8213 -4.0011
H 0.9861 -1.6827 3.3346
H -0.7004 -1.8086 3.8102
H 0.1049 -2.9472 2.7409
H -1.4502 -2.4265 0.6479
H -2.0529 -1.5558 2.1779
H -1.9559 -0.6366 0.7010


[3]
16
Properties=species:S:1:pos:R:3 method="wB97M-V/def2-TZVPD" e_above_lowest_ev=1.805 orbital_gap_ev=9.43 total_energy_ev=-10236.43725 lumo_energy_ev=0.801
C -1.3725 0.7612 0.9084
C 0.0144 -0.5872 -0.3616
C 2.3429 -0.1829 -1.1461
C 2.1457 -1.6510 -0.8381
H -2.9959 2.0832 0.9869
H -2.0938 2.0840 -0.5005
H -1.0334 -0.5939 2.2072
H -0.5065 -1.5096 -0.0884
H 2.4678 0.4039 -0.2912
H 2.7030 0.2222 -2.0810
H 2.4447 -2.3726 -1.5727
H 2.3120 -1.9690 0.2315
N -2.2111 1.7585 0.4750
N -1.7181 0.1243 1.9902
N -0.2862 0.5861 0.1291
N 1.0610 -0.8101 -1.2038